Entry 1:
This record from the OMol25 dataset describes an isolated ion of composition C6H6ClO3S and charge -1 in a non-equilibrium geometry. The level of theory is ωB97M-V/def2-TZVPD.

```
! wB97M-V def2-TZVPD RIJCOSX def2/J DEFGRID3
* xyz -1 1
C 0.3860 1.5152 1.0632
C -0.1293 0.2125 0.9072
C 1.2102 2.2625 0.2255
C 0.5565 -0.6780 0.0276
C 1.3280 1.9895 -1.0650
C -0.0424 -1.8793 -0.2349
O -2.4447 -0.9892 -0.5455
O -2.0804 -3.3839 -0.9040
O -1.8970 -2.4962 1.3943
S -1.8008 -2.2414 -0.0400
Cl 0.6544 -3.0377 -1.1385
H -0.0964 2.0552 1.8883
H -1.1528 -0.0745 1.4290
H 1.6649 3.1812 0.6176
H 1.4691 -0.3763 -0.2984
H 0.6793 1.2810 -1.5635
H 1.6953 2.6595 -1.7629
*
```

**SMILES**: C=C/C=C\C=C(\Cl)S(=O)(=O)[O-]
**Kohn-Sham gap**: 7.5 eV
**Molar mass**: 193.63 Da
**Energy above the lowest of the compared OMol25 structures with the same formula, charge and spin**: 0.0 kcal/mol

Entry 2:
This record from the OMol25 dataset describes one molecule with the formula CH4IP in a non-equilibrium geometry. The level of theory is ωB97M-V/def2-TZVPD.

```
! wB97M-V def2-TZVPD RIJCOSX def2/J DEFGRID3
* xyz 0 1
C 0.8506 0.5391 -0.6005
P 0.1051 -0.4762 0.5260
I -2.5333 0.4061 0.1649
H 1.0103 1.5938 -0.3424
H 0.8158 -0.0312 -1.5817
H 0.0808 -1.7189 -0.0348
H -0.3293 -0.3127 1.8686
*
```

**SMILES**: C=[PH2]I
**Kohn-Sham gap**: 7.3 eV
**Molar mass**: 173.92 Da
**Energy above the lowest of the compared OMol25 structures with the same formula, charge and spin**: 68.2 kcal/mol

Entry 3:
This record from the OMol25 dataset describes a 2-piece molecular cluster, C5H4N2OS overall in a non-equilibrium geometry. The level of theory is ωB97M-V/def2-TZVPD.

```
! wB97M-V def2-TZVPD RIJCOSX def2/J DEFGRID3
* xyz 0 1
C -0.7293 2.1521 -0.2737
C -1.1771 0.8722 -0.3508
C 0.0229 0.1375 -0.7439
C 2.7289 -1.7274 0.6277
C -3.0571 -0.6558 -0.0034
N 0.9683 0.9132 -0.9378
N -2.3938 0.3096 -0.0634
O 0.5466 2.1996 -0.5931
S -3.9806 -1.8900 0.0553
H -1.1415 3.0016 0.1204
H 1.6384 -1.6378 0.7371
H 3.0533 -2.5846 1.2166
H 3.5212 -1.0901 0.2090
*
```

**Kohn-Sham gap (alpha / beta)**: 9.4 / 6.6 eV
**Molar mass**: 140.17 Da
**Energy above the lowest of the compared OMol25 structures with the same formula, charge and spin**: 140.4 kcal/mol